a:
{"formula": "C2H5N3OS", "method": "ωB97M-V with the def2-TZVPD basis set", "species": ["S", "O", "N", "N", "N", "C", "C", "H", "H", "H", "H", "H"], "xyz": [[0.159, 0.452, 0.009], [-0.299, 1.817, 0.016], [0.916, -0.157, 1.387], [-3.473, -0.463, 0.108], [1.341, 0.540, -1.119], [-1.016, -0.644, -0.509], [-2.325, -0.376, -0.096], [1.806, 0.144, 1.744], [1.061, 0.890, -2.070], [2.207, 0.135, -1.157], [0.255, -0.627, 2.037], [-0.632, -1.711, -0.351]], "e_lumo_ev": 0.007, "gap_ev": 8.55, "homo_ev": -8.5, "smiles": "N#CC=S(N)(N)=O", "spin_multiplicity": 1}

***

b:
{"formula": "C2H5N3OS", "method": "ωB97M-V with the def2-TZVPD basis set", "species": ["S", "O", "N", "N", "N", "C", "C", "H", "H", "H", "H", "H"], "xyz": [[0.002, -1.511, -2.762], [0.232, -0.734, -0.333], [0.267, 0.476, 0.435], [0.549, 2.078, 2.635], [-0.497, 1.094, 2.655], [-0.534, 0.276, 1.645], [-0.213, -0.437, -1.496], [0.805, 2.567, 1.534], [0.253, 2.637, 3.404], [-0.919, 0.421, -1.509], [-1.019, -0.779, 1.755], [1.237, 0.618, 0.702]], "e_lumo_ev": 0.020, "gap_ev": 9.02, "homo_ev": -9.0, "smiles": "N/N=C\\NOC=S", "spin_multiplicity": 1}

***

Verdict on stability: b comes out at the bottom.

***

a:
{"formula": "C2H5N3OS", "method": "ωB97M-V with the def2-TZVPD basis set", "species": ["S", "O", "N", "N", "N", "C", "C", "H", "H", "H", "H", "H"], "xyz": [[-1.012, -0.733, 1.443], [1.260, 0.030, -1.649], [-0.841, 2.271, 0.112], [0.625, 0.428, -0.438], [0.765, -1.913, -0.054], [0.059, -0.810, 0.206], [-0.151, 1.677, -0.737], [-1.241, 3.204, -0.316], [0.190, 2.106, -1.609], [1.254, -2.002, -0.896], [0.422, -2.803, 0.312], [2.196, 0.282, -1.541]], "e_lumo_ev": 0.462, "gap_ev": 8.72, "homo_ev": -8.3, "smiles": "[H]/N=C/N(O)C(N)=S", "spin_multiplicity": 1}

***

b:
{"formula": "C2H5N3OS", "method": "ωB97M-V with the def2-TZVPD basis set", "species": ["S", "O", "N", "N", "N", "C", "C", "H", "H", "H", "H", "H"], "xyz": [[0.352, 0.558, -2.352], [-1.119, 0.322, -0.331], [2.248, -0.701, -0.670], [1.170, -0.222, -0.060], [-1.126, -0.077, 1.018], [0.173, 0.208, -0.809], [-2.203, 0.564, 1.549], [-2.748, 1.213, 0.848], [0.934, -1.024, 0.702], [-2.400, 0.080, 2.535], [1.962, -1.120, -1.663], [2.756, 0.200, -0.766]], "e_lumo_ev": 0.212, "gap_ev": 8.87, "homo_ev": -8.7, "smiles": "C=NOC(=S)NN", "spin_multiplicity": 1}

***

Verdict on stability: b comes out at the bottom.

***

a:
{"formula": "C2H5N3OS", "method": "ωB97M-V with the def2-TZVPD basis set", "species": ["S", "O", "N", "N", "N", "C", "C", "H", "H", "H", "H", "H"], "xyz": [[0.598, 1.705, -0.233], [2.937, -0.027, 0.013], [-0.521, -0.790, -0.146], [1.733, -0.687, -0.120], [-1.859, -0.482, -0.347], [0.573, 0.043, -0.153], [-2.332, 0.563, 0.194], [-3.402, 0.729, -0.012], [-0.349, -1.702, -0.521], [1.713, -1.513, 0.420], [-1.780, 1.247, 0.820], [2.688, 0.913, 0.084]], "e_lumo_ev": 0.601, "gap_ev": 9.66, "homo_ev": -9.1, "smiles": "C=NNC(=S)NO", "spin_multiplicity": 1}

***

b:
{"formula": "C2H5N3OS", "method": "ωB97M-V with the def2-TZVPD basis set", "species": ["S", "O", "N", "N", "N", "C", "C", "H", "H", "H", "H", "H"], "xyz": [[1.159, 1.289, -0.440], [3.101, -0.405, -0.885], [-0.840, -0.520, 0.100], [-1.292, 1.658, -0.908], [-0.038, -0.669, 1.413], [-0.542, 0.653, -0.551], [1.878, -0.308, -0.961], [-0.081, -1.703, 1.868], [-1.781, -0.507, 0.455], [-2.373, 1.740, -0.745], [-0.533, -0.039, 2.104], [1.342, -1.189, -1.449]], "e_lumo_ev": 0.502, "gap_ev": 9.84, "homo_ev": -9.3, "smiles": "[H]/N=C(\\NN)SC=O", "spin_multiplicity": 1}

***

c:
{"formula": "C2H5N3OS", "method": "ωB97M-V with the def2-TZVPD basis set", "species": ["S", "O", "N", "N", "N", "C", "C", "H", "H", "H", "H", "H"], "xyz": [[0.114, -1.421, -0.137], [-3.317, 0.360, -0.005], [2.393, -0.112, -0.194], [0.411, 1.184, 0.020], [-1.459, -0.898, 0.407], [1.034, 0.085, -0.012], [-2.324, -0.244, -0.450], [2.914, 0.741, 0.001], [-2.036, -0.288, -1.493], [-1.522, -0.584, 1.368], [2.754, -0.816, 0.439], [1.039, 1.993, 0.055]], "e_lumo_ev": 0.447, "gap_ev": 10.20, "homo_ev": -9.8, "smiles": "[H]/N=C(\\N)SNC=O", "spin_multiplicity": 1}

***

d:
{"formula": "C2H5N3OS", "method": "ωB97M-V with the def2-TZVPD basis set", "species": ["S", "O", "N", "N", "N", "C", "C", "H", "H", "H", "H", "H"], "xyz": [[0.736, 0.238, -1.589], [0.326, -1.916, 0.284], [0.781, 0.868, 0.072], [-0.503, -1.974, -0.771], [-0.438, 1.743, 1.816], [-0.081, 1.832, 0.556], [-0.527, -0.836, -1.459], [-0.345, 2.626, -0.294], [0.172, 0.885, 2.187], [1.160, -0.009, 0.496], [0.068, -2.632, 0.839], [-1.350, -0.825, -2.135]], "e_lumo_ev": -0.159, "gap_ev": 9.12, "homo_ev": -9.3, "smiles": "[H]/N=C\\NS/C=N\\O", "spin_multiplicity": 1}

***

Verdict on stability: d comes out at the bottom.

***

a:
{"formula": "C2H5N3OS", "method": "ωB97M-V with the def2-TZVPD basis set", "species": ["S", "O", "N", "N", "N", "C", "C", "H", "H", "H", "H", "H"], "xyz": [[-0.622, -3.481, 0.654], [0.630, -1.961, -0.980], [0.078, -0.763, 0.859], [0.212, 2.957, 0.013], [0.907, 1.389, -1.791], [-0.044, -1.818, 0.230], [0.505, 2.056, -0.933], [-0.380, 2.762, 0.727], [-1.862, -3.287, 1.252], [0.932, -1.053, -1.313], [-0.046, 3.885, -0.495], [-0.312, -0.685, 1.778]], "e_lumo_ev": 0.457, "gap_ev": 10.10, "homo_ev": -9.6, "smiles": "[H]/N=C(/O)S.N#CN", "spin_multiplicity": 1}

***

b:
{"formula": "C2H5N3OS", "method": "ωB97M-V with the def2-TZVPD basis set", "species": ["S", "O", "N", "N", "N", "C", "C", "H", "H", "H", "H", "H"], "xyz": [[1.498, -1.221, -0.428], [0.845, 1.370, -0.415], [-0.063, -1.222, 0.199], [-2.281, -0.704, -0.249], [-0.553, 1.002, -0.016], [1.803, 0.449, 0.201], [-1.024, -0.336, -0.156], [1.755, 0.372, 1.315], [-1.213, 1.636, -0.486], [2.774, 0.792, -0.141], [-0.536, -2.188, 0.699], [-3.003, 0.051, -0.523]], "e_lumo_ev": 0.709, "gap_ev": 9.41, "homo_ev": -8.7, "smiles": "[H]/N=C1\\NOCSN1", "spin_multiplicity": 1}

***

Verdict on stability: b comes out at the bottom.

***

a:
{"formula": "C5H13NO3", "method": "ωB97M-V with the def2-TZVPD basis set", "species": ["O", "O", "O", "N", "C", "C", "C", "C", "C", "H", "H", "H", "H", "H", "H", "H", "H", "H", "H", "H", "H", "H"], "xyz": [[0.685, 0.837, 3.248], [-1.935, 0.056, -2.609], [1.308, 0.228, -1.887], [0.382, -0.024, 0.183], [-1.912, 1.163, -1.816], [-0.494, 1.609, -1.382], [1.255, -1.193, 0.508], [0.501, 0.630, -1.035], [0.727, -2.255, 1.575], [-0.049, -2.816, 0.886], [0.125, 2.228, -2.123], [-0.512, 2.519, -0.829], [1.459, -2.894, 1.842], [-1.134, -0.518, -2.508], [-2.496, 0.808, -0.887], [-0.041, 1.245, 2.925], [2.200, -0.779, 0.886], [0.245, -1.844, 2.445], [1.443, -1.775, -0.514], [-2.546, 1.933, -2.286], [1.293, 0.620, 2.584], [-0.503, 0.224, 0.792]], "e_lumo_ev": 0.471, "gap_ev": 10.48, "homo_ev": -10.0, "smiles": "CCNC(=O)CCO.O", "spin_multiplicity": 1}

***

b:
{"formula": "C5H13NO3", "method": "ωB97M-V with the def2-TZVPD basis set", "species": ["O", "O", "O", "N", "C", "C", "C", "C", "C", "H", "H", "H", "H", "H", "H", "H", "H", "H", "H", "H", "H", "H"], "xyz": [[1.282, 0.373, 0.869], [2.090, -1.662, 0.307], [-0.010, -2.003, -1.411], [-1.534, 0.332, 0.185], [-1.868, -0.337, 1.441], [2.733, 0.198, -1.014], [-2.472, 1.407, -0.120], [0.301, -0.834, -1.213], [1.598, -0.450, -0.239], [-2.407, 2.198, 0.632], [1.376, -2.320, 0.199], [1.817, 0.012, 1.599], [0.088, -0.048, -1.957], [3.614, 0.328, -0.373], [2.450, 1.192, -1.376], [-2.233, 1.842, -1.094], [-1.784, 0.360, 2.279], [-3.505, 1.044, -0.147], [-2.874, -0.765, 1.412], [-1.160, -1.150, 1.620], [3.045, -0.423, -1.860], [-0.546, 0.706, 0.261]], "e_lumo_ev": 0.740, "gap_ev": 9.57, "homo_ev": -8.8, "smiles": "CC(O)(O)C=O.CNC", "spin_multiplicity": 1}

***

Verdict on stability: a comes out at the bottom.

***

a:
{"formula": "C2H2O2S", "method": "ωB97M-V with the def2-TZVPD basis set", "species": ["S", "O", "O", "C", "C", "H", "H"], "xyz": [[0.050, 1.184, -0.434], [-2.388, -0.389, 0.102], [1.637, -1.134, -0.068], [0.065, -0.566, -0.261], [-1.257, -0.558, 0.066], [2.046, -0.270, -0.294], [-0.153, 1.734, 0.889]], "e_lumo_ev": -0.230, "gap_ev": 9.10, "homo_ev": -9.3, "spin_multiplicity": 1}

***

b:
{"formula": "C2H2O2S", "method": "ωB97M-V with the def2-TZVPD basis set", "species": ["S", "O", "O", "C", "C", "H", "H"], "xyz": [[2.347, 0.324, -0.374], [0.112, -1.373, -0.865], [-2.138, 0.295, -0.106], [-1.292, -0.105, 0.598], [0.136, -0.402, -0.211], [-1.459, -0.466, 1.673], [2.295, 1.727, -0.715]], "e_lumo_ev": -0.962, "gap_ev": 8.38, "homo_ev": -9.3, "spin_multiplicity": 1}

***

Verdict on stability: a comes out at the bottom.